Entry 1:
A molecular structure, C21H35BIrN6S3. Source: OMol25; level of theory: ωB97M-V/def2-TZVPD.

As for the highest occupied orbital energy (alpha / beta): -8.88 / -10.80 eV. Its charge is +1. The value obtained for the HOMO-LUMO gap (alpha / beta) is 0.26372 / 0.22720 Eh. Its expectation value of S² is 6.0172. The spin multiplicity is 5.

Structure (XYZ):
```
67
C21H35BIrN6S3, DFT ωB97M-V/def2-TZVPD
Ir -1.352 -1.031 -0.354
C 1.671 2.704 -4.795
C 0.518 2.158 -4.026
C 0.008 0.868 -4.627
C -0.543 3.192 -3.962
N 1.043 1.835 -2.642
C 2.204 2.285 -2.141
C 2.304 1.734 -0.890
N 1.176 1.051 -0.631
B 1.105 0.528 0.892
N -0.063 1.103 1.679
C -0.126 2.483 1.673
C -1.290 2.811 2.265
N -2.019 1.651 2.427
C -1.226 0.674 2.138
S -1.527 -1.016 1.985
C -3.487 1.747 2.762
C -4.198 0.388 2.760
C -4.188 2.742 1.741
C -3.627 2.578 4.123
N 1.548 -0.955 1.219
C 2.018 -1.320 2.473
C 2.467 -2.658 2.319
N 2.185 -3.078 1.063
C 1.591 -2.050 0.436
S 0.721 -2.154 -0.942
C 2.252 -4.532 0.450
C 0.896 -5.203 0.619
C 2.733 -4.371 -0.979
C 3.233 -5.379 1.371
C 0.315 1.163 -1.735
S -1.379 0.729 -1.835
H 1.271 2.740 -5.798
H 2.463 1.952 -4.779
H 2.066 3.625 -4.463
H 0.799 0.087 -4.645
H -0.167 1.098 -5.679
H -0.946 0.387 -4.246
H -1.242 3.127 -4.848
H -0.110 4.175 -4.095
H -1.153 3.144 -3.056
H 2.907 2.868 -2.685
H 3.212 1.769 -0.354
H 2.025 1.145 1.354
H 0.608 3.097 1.167
H -1.821 3.732 2.534
H -3.882 -0.171 1.895
H -5.274 0.485 2.837
H -3.834 -0.226 3.651
H -4.092 2.434 0.708
H -3.915 3.816 1.789
H -5.249 2.679 2.019
H -3.363 1.996 5.039
H -4.657 2.903 4.149
H -3.174 3.556 4.074
H 1.952 -0.697 3.341
H 2.946 -3.267 3.065
H 0.192 -4.716 -0.007
H 0.574 -5.305 1.626
H 1.102 -6.208 0.245
H 1.971 -4.321 -1.730
H 3.400 -5.219 -1.139
H 3.297 -3.451 -1.079
H 2.666 -5.439 2.279
H 4.175 -4.883 1.535
H 3.335 -6.397 0.964
H -3.042 -1.191 -0.504
```


Entry 2:
A molecular structure, C21H35Br2CrN10S. Source: OMol25; level of theory: ωB97M-V/def2-TZVPD.

As for the highest occupied orbital energy (alpha / beta): -13.57 / -13.57 eV. Its charge is +2. The value obtained for the HOMO-LUMO gap (alpha / beta) is 0.25112 / 0.27053 Eh. Its expectation value of S² is 0.7595. The spin multiplicity is 2.

Structure (XYZ):
```
70
C21H35Br2CrN10S, DFT ωB97M-V/def2-TZVPD
Cr 0.453 0.009 0.065
C -1.688 3.691 -0.326
C -0.689 2.587 -0.310
N -0.989 1.361 0.006
N -2.261 1.113 0.379
C -2.517 -0.125 0.708
N -3.763 -0.436 1.080
S -1.326 -1.405 0.718
C 0.705 2.771 -0.676
C 1.219 3.964 -1.175
C 2.536 4.014 -1.594
C 3.322 2.872 -1.493
C 2.763 1.734 -0.950
N 1.490 1.675 -0.543
H -2.687 3.268 -0.354
H -1.608 4.298 0.579
H -1.545 4.344 -1.186
H -4.487 0.263 1.024
H -4.013 -1.391 1.264
H 0.587 4.839 -1.233
H 2.948 4.926 -2.005
H 4.352 2.867 -1.820
H 3.355 0.837 -0.820
Br 0.458 0.855 2.694
C -0.491 -0.320 3.940
Br 0.361 -2.021 4.123
H -1.493 -0.456 3.551
H -0.485 0.185 4.897
C -2.142 -0.064 -2.836
N -0.931 0.745 -3.021
C -0.936 1.587 -4.227
C 0.112 0.936 -5.118
N 0.929 0.210 -4.140
C 2.229 -0.262 -4.589
C 0.280 0.075 -2.973
N 0.649 -0.580 -1.890
C 1.703 -1.589 -1.980
C 1.624 -2.432 -0.728
N 1.811 -1.511 0.397
C 2.481 -1.962 1.449
N 2.587 -3.240 1.851
C 1.688 -4.351 1.594
C 3.528 -3.380 2.964
C 3.948 -1.939 3.257
N 3.199 -1.159 2.271
C 3.762 0.121 1.902
H -2.421 -0.576 -3.763
H -2.961 0.583 -2.532
H -1.971 -0.817 -2.070
H -0.647 2.606 -3.957
H -1.923 1.613 -4.680
H 0.726 1.661 -5.650
H -0.314 0.244 -5.850
H 2.681 0.509 -5.211
H 2.125 -1.162 -5.198
H 2.902 -0.463 -3.765
H 2.693 -1.123 -2.013
H 1.579 -2.225 -2.860
H 2.400 -3.199 -0.761
H 0.645 -2.918 -0.708
H 0.802 -4.027 1.060
H 1.365 -4.771 2.548
H 2.191 -5.137 1.029
H 4.362 -4.017 2.669
H 3.027 -3.843 3.814
H 5.019 -1.784 3.117
H 3.689 -1.618 4.267
H 3.876 0.727 2.800
H 3.108 0.642 1.215
H 4.748 -0.002 1.440
```


Entry 3:
4 unconnected molecules or ions with the total composition C21H35BrF3N2O10P2. Source: OMol25; level of theory: ωB97M-V/def2-TZVPD.

As for the highest occupied orbital energy: -12.19 eV. Its charge is +1. The value obtained for the HOMO-LUMO gap is 0.34639 Eh.

Structure (XYZ):
```
74
C21H35BrF3N2O10P2, DFT ωB97M-V/def2-TZVPD
O -1.478 3.122 1.011
P -1.731 2.915 -0.405
O -3.159 3.388 -0.897
O -0.765 3.618 -1.427
N -1.603 1.173 -0.814
C -2.957 0.556 -0.530
C -3.391 0.606 0.940
C -4.715 -0.075 1.088
F -4.753 -1.388 0.761
C -5.816 0.517 1.544
F -6.042 1.823 1.387
F -6.788 -0.066 2.212
C -0.509 0.468 -0.068
C -0.665 -0.857 0.282
C 0.388 -1.458 0.939
C 1.525 -0.703 1.198
N 1.675 0.572 0.847
C 0.669 1.150 0.207
P -1.383 0.887 -2.718
O -1.303 -0.716 -2.686
Br 0.701 1.378 -3.050
H -3.843 3.245 -0.225
H -1.184 4.357 -1.896
H -3.697 1.081 -1.136
H -2.973 -0.468 -0.898
H -2.697 0.078 1.602
H -3.520 1.619 1.318
H -1.556 -1.430 0.071
H 0.343 -2.496 1.231
H 2.360 -1.168 1.710
H 0.828 2.182 -0.084
H -2.087 -1.102 -3.106
O -0.806 -1.653 4.086
C -1.813 -1.327 4.649
O -2.825 -0.812 3.905
C -4.132 -0.564 4.446
C -4.229 0.794 5.106
C -1.953 -1.403 6.150
H -4.428 -1.371 5.116
H -4.801 -0.612 3.588
H -3.561 0.874 5.963
H -5.248 0.976 5.449
H -3.950 1.579 4.401
H -1.530 -0.497 6.582
H -1.376 -2.257 6.495
H -2.973 -1.523 6.502
O 0.143 -3.676 -1.328
C 1.202 -4.068 -1.747
O 1.660 -5.250 -1.314
C 2.814 -5.898 -1.872
C 4.100 -5.419 -1.235
C 2.051 -3.225 -2.670
H 2.825 -5.790 -2.957
H 2.662 -6.954 -1.662
H 4.270 -4.358 -1.418
H 4.948 -5.975 -1.634
H 4.061 -5.565 -0.155
H 2.645 -2.541 -2.064
H 1.385 -2.644 -3.303
H 2.714 -3.794 -3.315
O 4.123 1.354 -4.703
C 4.309 2.236 -3.911
O 4.045 3.505 -4.281
C 4.043 4.603 -3.362
C 5.425 5.188 -3.164
C 4.893 1.968 -2.541
H 3.581 4.313 -2.417
H 3.389 5.343 -3.820
H 6.107 4.464 -2.718
H 5.377 6.059 -2.511
H 5.844 5.488 -4.123
H 5.979 1.950 -2.624
H 4.551 0.988 -2.216
H 4.606 2.689 -1.780
```


Entry 4:
A molecular structure, C21H35ClLaN3O6. Source: OMol25; level of theory: ωB97M-V/def2-TZVPD.

As for the highest occupied orbital energy (alpha / beta): -4.97 / -4.98 eV. Its charge is 0. The value obtained for the HOMO-LUMO gap (alpha / beta) is 0.17578 / 0.17580 Eh. For the energy above the lowest of the compared OMol25 structures with the same formula, charge and spin, the calculation gives 443.6 kJ/mol.

Structure (XYZ):
```
67
C21H35ClLaN3O6, DFT ωB97M-V/def2-TZVPD
O -2.735 2.750 1.581
C -2.815 3.661 0.766
C -3.346 3.556 -0.601
C -3.745 2.324 -1.174
H -3.387 1.377 -0.786
C -4.627 2.346 -2.247
H -5.024 1.418 -2.657
C -5.042 3.566 -2.798
H -5.791 3.599 -3.591
C -4.483 4.776 -2.367
H -4.719 5.731 -2.862
C -3.637 4.757 -1.268
H -3.200 5.680 -0.878
H -2.449 4.682 1.034
C 1.673 2.935 -0.486
C 1.292 1.901 -1.481
H 1.647 3.950 -0.924
H 2.674 2.785 -0.057
H 0.959 2.942 0.362
C 0.594 2.080 -2.594
C 1.027 2.795 -3.852
H -0.448 1.713 -2.687
H 0.285 3.545 -4.152
H 1.145 2.074 -4.674
H 2.013 3.262 -3.730
La 0.759 -0.116 -0.587
Cl 2.572 -0.441 -2.600
C 2.123 -2.989 -0.886
O 1.989 -2.271 0.146
N 2.861 -4.087 -0.957
C 3.577 -4.567 0.216
C 3.113 -4.771 -2.223
H 1.621 -2.689 -1.821
H 3.253 -3.991 1.081
H 4.660 -4.461 0.071
H 3.362 -5.633 0.350
H 2.463 -4.344 -2.994
H 2.905 -5.842 -2.108
H 4.163 -4.653 -2.530
H -5.259 -0.370 2.182
H -4.083 -2.598 1.699
C -4.638 0.061 1.386
C -3.512 -2.087 0.911
N -3.384 -0.677 1.255
H -4.429 1.118 1.594
C -2.200 -0.142 1.570
O -1.093 -0.595 1.197
H -2.520 -2.535 0.793
H -2.272 0.764 2.196
H -5.187 -0.019 0.439
H -4.082 -2.158 -0.020
H 3.814 0.921 4.216
H 1.597 1.666 5.629
C 3.419 1.633 3.477
C 1.363 2.264 4.738
N 1.959 1.668 3.549
H 3.735 1.337 2.473
C 1.192 1.150 2.600
O 1.659 0.676 1.521
H 0.279 2.301 4.594
H 0.106 1.164 2.794
H 3.804 2.629 3.725
H 1.759 3.277 4.881
O -0.565 -2.060 -1.641
C -1.550 -1.321 -1.940
O -1.582 -0.064 -1.690
H -2.426 -1.793 -2.415
```


Entry 5:
A molecular structure, C21H36AlBeCaClCsF2N2O12. Source: OMol25; level of theory: ωB97M-V/def2-TZVPD.

As for the highest occupied orbital energy: -12.45 eV. Its charge is +3. The value obtained for the HOMO-LUMO gap is 0.05229 Eh.

Structure (XYZ):
```
78
C21H36AlBeCaClCsF2N2O12, DFT ωB97M-V/def2-TZVPD
C -3.569 -3.166 -1.142
C -2.037 -3.724 -1.358
C -1.382 -3.279 -2.831
C -0.389 -4.486 -3.337
C -0.546 -1.899 -2.547
C -1.384 -0.505 -2.227
C -0.107 0.553 -2.001
C -0.892 1.999 -2.257
N -0.233 2.827 -3.339
C 0.222 0.304 -0.416
C 1.546 1.402 0.052
C 3.057 1.058 -0.731
O 2.083 2.336 -1.081
N 0.848 0.042 -3.056
C 0.469 -1.291 -3.682
O 0.889 -1.848 -4.849
H -3.834 -2.220 -1.802
H -4.318 -4.019 -1.435
H -3.701 -2.820 -0.010
H -1.934 -4.873 -1.150
H -1.371 -3.167 -0.539
H -2.282 -3.075 -3.588
H 0.644 -4.461 -2.756
H -0.140 -4.288 -4.480
H -0.888 -5.558 -3.211
H 0.227 -2.253 -1.709
H -2.132 -0.645 -1.312
H -2.024 -0.319 -3.217
H -2.049 1.869 -2.440
H -0.797 2.582 -1.223
H -0.744 2.614 -4.225
H -0.262 3.841 -3.093
H -0.700 0.672 0.214
H 0.600 -0.771 -0.148
H 1.585 1.787 1.245
H 3.075 0.836 -1.879
H 3.963 1.559 -0.170
H 1.345 0.736 -3.655
F -1.872 -6.931 -2.450
Cs 2.409 -4.985 -2.171
Be -1.765 -8.414 -0.867
C -2.714 -9.624 2.425
O -3.557 -9.386 3.276
O -1.844 -8.833 2.043
O -2.601 -10.693 1.814
Ca 3.830 -0.988 -2.431
C 1.650 4.616 1.845
O 1.486 5.465 2.979
C 1.758 4.868 4.167
O 2.117 3.712 4.323
O 1.563 5.782 5.151
C 1.814 5.290 6.466
H 1.405 5.196 0.951
H 2.688 4.278 1.763
H 0.966 3.763 1.899
H 2.859 4.979 6.569
H 1.137 4.463 6.706
H 1.627 6.103 7.173
C 0.665 -1.665 2.983
C 1.895 -0.974 3.463
O 2.803 -2.030 3.681
C 2.438 -2.999 2.795
O 3.143 -3.947 2.490
O 1.189 -2.775 2.284
F 1.672 -0.354 4.643
H 0.031 -2.019 3.803
H 0.064 -1.034 2.323
H 2.321 -0.265 2.744
Cl 3.097 -5.733 3.668
C -2.995 6.010 -1.533
C -1.733 6.817 -1.885
O -1.327 6.399 -3.073
H -2.791 4.933 -1.479
H -3.372 6.321 -0.552
H -3.802 6.172 -2.259
H -1.058 6.686 -1.025
H -2.025 7.873 -1.773
Al 3.994 5.575 2.456
```


Entry 6:
A molecular structure, C21H36AsBaI4N2Si. Source: OMol25; level of theory: ωB97M-V/def2-TZVPD.

As for the highest occupied orbital energy: -9.06 eV. Its charge is +1. The value obtained for the HOMO-LUMO gap is 0.13877 Eh. For the energy above the lowest of the compared OMol25 structures with the same formula, charge and spin, the calculation gives 415.1 kJ/mol.

Structure (XYZ):
```
66
C21H36AsBaI4N2Si, DFT ωB97M-V/def2-TZVPD
Ba 0.057 1.323 0.507
C -0.934 -0.332 5.352
C -1.115 -1.702 5.448
C -0.797 -2.502 4.361
C -0.314 -1.910 3.198
N -0.159 -0.592 3.108
C -0.449 0.172 4.156
C 0.106 -2.681 1.993
C 0.097 -4.075 1.959
C 0.547 -4.729 0.826
C 1.005 -3.980 -0.246
C 0.962 -2.600 -0.135
N 0.522 -1.961 0.943
H -1.167 0.327 6.176
H -1.497 -2.147 6.357
H -0.922 -3.572 4.433
H -0.276 1.238 4.038
H -0.255 -4.655 2.799
H 0.539 -5.810 0.776
H 1.376 -4.452 -1.145
H 1.292 -1.964 -0.952
I 3.309 1.509 3.716
C 4.845 0.565 2.581
I 4.132 -0.627 0.951
H 5.388 -0.091 3.247
H 5.483 1.335 2.168
I -2.113 3.455 1.729
I -3.832 5.263 2.749
C 3.138 2.120 -2.977
Si 2.301 3.556 -2.071
C 3.376 5.103 -2.299
C 0.589 3.923 -2.807
C 2.108 3.126 -0.274
H 3.515 2.429 -3.954
H 2.469 1.271 -3.133
H 3.993 1.765 -2.396
H 3.507 5.368 -3.352
H 4.369 4.941 -1.874
H 2.929 5.961 -1.795
H 0.669 4.455 -3.758
H 0.014 4.559 -2.128
H 0.011 3.010 -2.991
H 1.712 3.984 0.292
H 3.073 2.851 0.167
C -2.703 -3.492 -1.159
C -2.100 -2.450 -2.097
As -1.752 -0.702 -1.238
C -1.754 0.384 -2.886
C -0.513 0.139 -3.745
C -3.573 -0.206 -0.660
C -3.876 -0.572 0.793
H -2.875 -4.427 -1.692
H -3.659 -3.158 -0.755
H -2.030 -3.699 -0.324
H -2.761 -2.271 -2.946
H -1.143 -2.808 -2.480
H -1.790 1.438 -2.588
H -2.664 0.172 -3.450
H 0.397 0.264 -3.153
H -0.468 0.835 -4.581
H -0.516 -0.872 -4.155
H -4.286 -0.685 -1.333
H -3.669 0.874 -0.799
H -3.768 -1.644 0.963
H -4.897 -0.293 1.056
H -3.200 -0.058 1.483
```


Entry 7:
A molecular structure, C21H36B3FO16. Source: OMol25; level of theory: ωB97M-V/def2-TZVPD.

As for the highest occupied orbital energy: -10.97 eV. Its charge is 0. The value obtained for the HOMO-LUMO gap is 0.40344 Eh.

Structure (XYZ):
```
77
C21H36B3FO16, DFT ωB97M-V/def2-TZVPD
C -1.260 1.546 -2.585
C -0.509 0.487 -1.806
O -0.884 0.551 -0.416
B 0.078 0.499 0.522
O -0.187 -0.162 1.731
B -0.101 0.726 2.765
O 0.578 1.922 2.598
B 1.388 2.092 1.481
C 2.369 3.302 1.353
C 1.630 4.606 1.732
C 1.624 4.800 3.229
F 0.727 5.807 3.591
O 1.287 1.175 0.441
H -0.835 2.534 -2.429
H -2.275 1.576 -2.194
H -1.269 1.301 -3.644
H 0.569 0.585 -1.933
H -0.806 -0.502 -2.158
H -0.597 0.487 3.818
H 2.681 3.378 0.315
H 3.228 3.191 2.009
H 0.608 4.622 1.348
H 2.141 5.464 1.295
H 1.335 3.905 3.774
H 2.621 5.092 3.563
C -3.574 6.748 3.095
C -3.524 5.401 2.423
C -2.252 4.614 2.653
O -2.162 3.830 1.450
C -2.805 4.508 0.467
O -2.745 4.240 -0.688
O -3.509 5.538 0.987
H -3.474 6.635 4.174
H -2.770 7.386 2.728
H -4.519 7.248 2.884
H -4.403 4.806 2.687
H -2.293 3.964 3.523
H -1.370 5.252 2.719
C -0.481 -2.932 -0.308
C -0.372 -4.327 -0.865
C 0.895 -5.068 -0.501
O 1.071 -5.940 -1.625
C 0.476 -5.361 -2.692
O 0.591 -5.731 -3.816
O -0.272 -4.302 -2.305
H -0.446 -2.943 0.781
H 0.332 -2.309 -0.685
H -1.418 -2.467 -0.614
H -1.258 -4.913 -0.607
H 0.814 -5.647 0.415
H 1.760 -4.402 -0.438
C -4.896 -5.417 -5.801
C -4.307 -5.010 -4.475
C -3.121 -5.829 -4.016
O -3.230 -5.740 -2.586
C -4.535 -5.535 -2.283
O -4.990 -5.603 -1.189
O -5.239 -5.242 -3.400
H -4.145 -5.338 -6.587
H -5.260 -6.443 -5.757
H -5.738 -4.777 -6.061
H -4.063 -3.944 -4.474
H -2.164 -5.431 -4.346
H -3.198 -6.879 -4.307
C 7.095 -1.429 1.437
C 6.075 -0.478 2.006
C 5.018 -0.001 1.031
O 4.691 1.296 1.548
C 5.776 1.759 2.219
O 5.898 2.874 2.606
O 6.685 0.772 2.384
H 6.605 -2.325 1.056
H 7.649 -0.954 0.627
H 7.813 -1.725 2.200
H 5.611 -0.900 2.901
H 4.130 -0.627 1.006
H 5.410 0.117 0.018
```


Q: Look up the charge of the fourth one.
A: 0


Q: Which formula does entry 1 have?
A: C21H35BIrN6S3


Q: What is the charge in the sixth record?
A: +1


Q: Number 5 is which compound?
A: C21H36AlBeCaClCsF2N2O12